{
  "formula": "C46H85CuF15NO22",
  "method": "the ωB97M-V functional and the def2-TZVPD basis",
  "elements": ["Cu", "F", "F", "F", "F", "F", "F", "F", "F", "F", "F", "F", "F", "F", "F", "F", "O", "O", "O", "O", "O", "O", "O", "O", "O", "O", "O", "O", "O", "O", "O", "O", "O", "O", "O", "O", "O", "O", "N", "C", "C", "C", "C", "C", "C", "C", "C", "C", "C", "C", "C", "C", "C", "C", "C", "C", "C", "C", "C", "C", "C", "C", "C", "C", "C", "C", "C", "C", "C", "C", "C", "C", "C", "C", "C", "C", "C", "C", "C", "C", "C", "C", "C", "C", "C", "H", "H", "H", "H", "H", "H", "H", "H", "H", "H", "H", "H", "H", "H", "H", "H", "H", "H", "H", "H", "H", "H", "H", "H", "H", "H", "H", "H", "H", "H", "H", "H", "H", "H", "H", "H", "H", "H", "H", "H", "H", "H", "H", "H", "H", "H", "H", "H", "H", "H", "H", "H", "H", "H", "H", "H", "H", "H", "H", "H", "H", "H", "H", "H", "H", "H", "H", "H", "H", "H", "H", "H", "H", "H", "H", "H", "H", "H", "H", "H", "H", "H", "H", "H", "H"],
  "coordinates": [[6.805, 9.089, -5.206], [12.235, 10.594, 2.376], [10.632, 11.011, -6.114], [8.319, 16.802, -10.204], [12.595, 5.960, -5.755], [13.742, 12.097, 2.765], [13.868, 7.537, -5.151], [6.424, 16.856, -9.245], [4.520, 8.914, 3.471], [11.733, 12.418, 3.461], [10.559, 12.011, -4.159], [12.052, 10.557, -4.566], [7.188, 14.947, -9.862], [12.737, 6.471, -3.628], [3.997, 9.149, 1.363], [4.586, 7.237, 2.097], [5.594, 8.843, -3.256], [16.534, 2.916, -0.147], [7.341, 6.968, -4.163], [13.058, 12.954, 0.435], [8.624, 9.793, -4.693], [7.708, 4.475, -2.525], [13.524, 3.209, 0.577], [6.885, 9.568, 2.843], [14.372, 4.168, -4.496], [12.507, 13.820, -14.082], [6.805, 8.546, 0.889], [11.794, 3.565, 2.768], [6.424, 9.933, -7.337], [15.732, 5.950, -4.402], [13.651, 12.303, -9.455], [8.681, 14.800, -7.798], [12.260, 14.951, -11.352], [7.745, 7.668, -6.573], [10.866, 12.692, 0.835], [4.952, 8.435, -5.819], [9.761, 9.910, -2.786], [8.441, 16.994, -7.310], [8.830, 15.119, -1.169], [9.925, 9.038, -0.567], [14.706, 3.822, 1.122], [9.114, 7.641, -6.972], [5.456, 9.147, -7.991], [11.852, 15.053, -13.787], [7.561, 5.763, -1.983], [8.210, 16.026, -7.956], [8.310, 9.679, 2.741], [8.756, 12.541, -1.469], [12.482, 4.156, 0.491], [15.852, 2.834, 1.078], [13.276, 11.407, -8.458], [7.552, 16.118, -9.362], [7.163, 6.381, -6.413], [12.019, 12.571, 1.148], [4.085, 7.804, -4.867], [13.654, 13.952, -14.884], [7.665, 5.897, -5.054], [13.413, 6.332, -4.776], [10.840, 14.531, -6.680], [12.856, 13.526, -0.861], [13.119, 13.831, -11.185], [8.791, 13.980, -1.265], [10.570, 9.099, -1.958], [9.866, 9.751, -4.173], [14.577, 5.345, -4.520], [4.280, 8.341, -3.456], [4.821, 8.545, 2.241], [7.137, 3.500, -1.665], [17.597, 1.991, -0.188], [12.359, 15.723, -12.506], [12.629, 13.105, -9.965], [12.468, 11.912, 2.471], [8.006, 6.857, -2.919], [7.364, 10.507, -8.260], [4.321, 8.708, -7.087], [16.928, 5.194, -4.083], [6.279, 8.903, 1.897], [16.981, 4.734, -2.658], [11.924, 4.584, 1.832], [5.696, 9.796, -2.183], [8.831, 10.510, 3.880], [9.339, 14.489, -6.566], [12.907, 12.393, -1.880], [10.744, 10.836, -4.804], [11.152, 3.954, 3.967], [10.192, 4.453, 3.841], [17.898, 4.180, -2.441], [11.842, 4.639, 4.481], [8.123, 11.314, 4.081], [3.542, 9.466, -7.006], [6.079, 6.442, -6.373], [12.539, 10.700, -8.881], [8.951, 9.943, 4.803], [13.174, 12.721, -2.884], [16.808, 5.469, -1.870], [10.691, 8.069, -2.298], [12.726, 4.964, -0.211], [17.218, 0.970, -0.110], [14.455, 4.091, 2.148], [3.950, 7.734, -7.408], [6.685, 2.690, -2.236], [12.844, 11.902, -7.581], [10.380, 8.801, -4.420], [11.890, 15.704, -14.666], [16.490, 3.152, 1.912], [11.535, 9.582, -1.788], [8.750, 5.766, -5.150], [8.740, 8.676, 2.681], [9.229, 7.249, -7.985], [11.124, 3.031, 4.539], [8.135, 12.046, -0.725], [9.051, 15.248, -5.832], [7.349, 4.923, -4.686], [7.942, 3.121, -1.031], [11.097, 13.812, -7.471], [8.604, 10.057, 1.759], [10.673, 9.190, 0.214], [13.377, 16.090, -12.709], [13.663, 11.680, -1.552], [14.228, 13.042, -14.712], [14.315, 14.782, -14.613], [10.972, 5.093, 1.612], [7.433, 5.659, -7.187], [6.863, 11.198, -8.935], [6.329, 3.847, -1.014], [4.112, 7.569, -2.702], [9.435, 8.680, -7.028], [8.060, 10.982, -7.570], [5.826, 8.243, -8.492], [10.822, 14.736, -13.602], [9.735, 12.112, -1.247], [13.431, 14.047, -15.951], [9.543, 8.036, -0.354], [11.742, 12.487, -10.167], [8.620, 12.302, -2.520], [14.133, 14.233, -11.053], [11.284, 15.484, -6.958], [11.938, 11.907, -1.987], [8.960, 13.548, -6.175], [9.739, 7.115, -6.254], [14.051, 10.713, -8.133], [11.933, 14.104, -0.904], [18.046, 2.112, -1.180], [15.426, 1.848, 1.291], [7.915, 7.821, -2.417], [7.907, 9.746, -8.824], [16.264, 3.961, -2.361], [8.071, 5.869, -1.012], [11.684, 3.637, -0.058], [12.562, 5.390, 2.237], [6.737, 10.058, -1.996], [5.074, 9.726, -8.841], [9.103, 9.730, -0.395], [17.039, 4.329, -4.737], [17.683, 5.925, -4.358], [6.523, 5.968, -1.668], [12.278, 13.867, -9.258], [11.402, 14.088, -5.858], [4.343, 6.742, -4.862], [18.478, 2.169, 0.439], [9.798, 10.953, 3.660], [14.959, 4.668, 0.474], [5.184, 10.731, -2.415], [13.644, 14.235, -1.100], [9.093, 6.748, -3.041], [5.330, 9.211, -1.337], [13.182, 13.240, -12.095], [3.049, 7.953, -5.164], [3.603, 9.187, -3.290], [11.718, 16.601, -12.399]],
  "mulliken_spin": [0.7921, 0.0000, 0.0005, 0.0000, 0.0000, 0.0000, 0.0000, 0.0000, 0.0000, 0.0000, -0.0013, 0.0020, 0.0000, -0.0002, 0.0000, 0.0000, 0.0105, 0.0000, 0.0024, 0.0000, 0.1645, 0.0001, 0.0000, 0.0000, 0.0000, 0.0000, 0.0001, 0.0000, 0.0051, 0.0000, 0.0000, -0.0001, 0.0000, 0.0144, 0.0000, 0.0290, -0.0038, 0.0000, 0.0000, 0.0003, 0.0000, -0.0076, 0.0006, 0.0000, 0.0002, 0.0000, 0.0000, -0.0012, 0.0000, 0.0000, 0.0000, 0.0000, -0.0063, 0.0000, -0.0013, 0.0000, -0.0039, 0.0000, -0.0001, 0.0000, 0.0000, -0.0001, 0.0021, -0.0210, 0.0001, -0.0004, -0.0001, 0.0000, 0.0000, 0.0000, -0.0001, 0.0000, 0.0015, -0.0005, 0.0014, 0.0000, 0.0001, 0.0000, 0.0001, -0.0023, 0.0000, 0.0001, 0.0004, 0.0104, 0.0000, 0.0000, 0.0000, 0.0000, 0.0000, -0.0017, 0.0018, 0.0000, 0.0000, 0.0000, 0.0000, -0.0008, 0.0000, 0.0000, 0.0000, 0.0016, 0.0000, 0.0001, 0.0059, 0.0000, 0.0000, 0.0002, 0.0005, 0.0000, 0.0014, 0.0000, 0.0001, 0.0001, 0.0012, 0.0000, 0.0001, 0.0000, 0.0001, 0.0000, 0.0000, 0.0000, 0.0000, -0.0001, 0.0008, 0.0006, 0.0000, 0.0004, 0.0033, 0.0007, -0.0001, 0.0000, 0.0001, 0.0000, 0.0000, 0.0000, -0.0003, 0.0000, 0.0001, -0.0004, 0.0000, -0.0009, 0.0000, 0.0000, 0.0000, 0.0000, -0.0041, -0.0002, 0.0000, 0.0001, 0.0000, 0.0000, 0.0012, -0.0001, 0.0001, 0.0000, 0.0000, 0.0000, 0.0000, 0.0000, 0.0005, 0.0000, 0.0000, 0.0000, 0.0000, 0.0000, -0.0012, 0.0007, 0.0000, -0.0002, 0.0008, 0.0000],
  "e_lumo_ev": [-2.139, -4.977],
  "e_homo_ha": [-0.3820, -0.3820],
  "total_charge": 1,
  "e_above_lowest_kcal_mol": 0.0,
  "multiplicity": 2,
  "homo_lumo_gap_ev": [8.26, 5.42],
  "e_tot_ha": -6651.77750,
  "s2": 0.752
}